Entry 1:
2 unconnected molecules or ions with the total composition C5H12O2S2, computed with the ωB97M-V functional and the def2-TZVPD basis.

Geometry (Å):
C1 -1.5861 2.8889 -0.3754
C2 -0.8987 1.6173 0.0234
O1 -1.4067 0.5206 0.0959
O2 0.4122 1.8371 0.3070
H1 -2.6477 2.6936 -0.6019
H2 -1.1084 3.3189 -1.2717
H3 -1.5308 3.6279 0.4416
H4 0.7802 0.9463 0.5583
C3 1.0197 -0.9615 -1.9580
C4 0.3901 -2.0062 -1.0508
S1 1.4998 -2.5897 0.2693
S2 1.7101 -0.9336 1.4403
C5 0.2803 -1.0659 2.5367
H5 0.3020 -0.6468 -2.7342
H6 1.9166 -1.3702 -2.4531
H7 1.3146 -0.0751 -1.3715
H8 -0.5428 -1.6341 -0.5854
H9 0.1424 -2.9289 -1.6100
H10 0.2994 -2.0073 3.1111
H11 0.3263 -0.2210 3.2443
H12 -0.6726 -1.0103 1.9840

Computed properties:
SMILES string: CC(=O)O.CCSSC
total charge: 0
LUMO energy: 0.75 eV
E_HOMO: -9.071 eV
E: -1144.59558 hartree

For reference, the Löwdin charges in units of e are:
1. C 0.01
2. C -0.56
3. O 0.07
4. O 0.04
5. H 0.09
6. H 0.09
7. H 0.09
8. H 0.01
9. C -0.18
10. C -0.61
11. S 0.51
12. S 0.47
13. C -0.46
14. H 0.08
15. H 0.07
16. H 0.04
17. H 0.05
18. H 0.07
19. H 0.04
20. H 0.04
21. H 0.03

=====

Entry 2:
A molecular structure, C5H12O3Tb, computed with the ωB97M-V functional and the def2-TZVPD basis.

Geometry (Å):
C1 2.9206 0.3416 -0.1981
H1 3.1493 1.0098 -1.0380
H2 3.3714 -0.6376 -0.3867
H3 3.2889 0.7434 0.7557
O1 1.5075 0.1528 -0.1195
C2 0.7888 1.2470 0.3730
H4 1.0877 1.4255 1.4180
H5 0.9105 2.1247 -0.2757
O2 -0.6947 -1.9263 -1.6385
C3 -0.8832 -0.9447 -2.3664
C4 -0.8007 0.8133 0.3647
O3 -0.8832 -0.4070 1.0935
C5 -2.1799 -0.7148 1.5889
Tb1 0.5238 -2.1064 0.4068
H6 -1.7508 -0.9073 -3.0477
H7 -0.0625 -0.2274 -2.5522
H8 -1.5122 0.7726 -0.4721
H9 -1.2699 1.6282 0.9369
H10 -2.0701 -1.5101 2.3337
H11 -2.6176 0.1752 2.0600
H12 -2.8237 -1.0525 0.7634

Computed properties:
2S+1: 8
total charge: +2
⟨S²⟩: 15.768
LUMO energy (alpha / beta): -8.04 / -8.07 eV
E_HOMO (alpha / beta): -16.564 / -16.380 eV
E: -1247.20526 hartree

For reference, the Löwdin charges in units of e are:
1. C -0.04
2. H 0.12
3. H 0.10
4. H 0.12
5. O -0.41
6. C -0.11
7. H 0.15
8. H 0.15
9. O -0.20
10. C 0.01
11. C -0.13
12. O -0.46
13. C -0.04
14. Tb 1.86
15. H 0.14
16. H 0.12
17. H 0.13
18. H 0.14
19. H 0.11
20. H 0.13
21. H 0.12

=====

Entry 3:
2 unconnected molecules or ions with the total composition C5H12OS, computed with the ωB97M-V functional and the def2-TZVPD basis.

Geometry (Å):
C1 0.7953 0.4289 2.1095
C2 -0.1750 -0.3637 3.0173
S1 -1.6390 -0.8848 2.0367
H1 0.2282 1.1423 1.4973
H2 1.3489 -0.2747 1.4846
H3 1.5482 0.9305 2.7367
H4 0.3595 -1.2230 3.3881
H5 -0.5138 0.2473 3.8529
H6 -1.7310 -2.1535 2.4499
C3 0.5540 0.8338 -2.0611
O1 1.5448 0.9988 -3.1172
C4 -0.5536 -0.0145 -2.6298
C5 -1.2748 -0.9346 -1.9757
H7 0.2062 1.8263 -1.7068
H8 1.0896 0.2676 -1.1683
H9 2.2306 1.5875 -2.7696
H10 -0.8902 0.2654 -3.6356
H11 -2.1209 -1.3393 -2.5136
H12 -1.0070 -1.3402 -0.9951

Computed properties:
2S+1: 2
total charge: +1
⟨S²⟩: 0.755
LUMO energy (alpha / beta): -3.69 / -9.30 eV
E_HOMO (alpha / beta): -13.320 / -12.743 eV
E: -670.73359 hartree

For reference, the Löwdin charges in units of e are:
1. C -0.14
2. C -0.48
3. S 1.07
4. H 0.07
5. H 0.08
6. H 0.10
7. H 0.08
8. H 0.10
9. H -0.06
10. C -0.24
11. O -0.08
12. C -0.12
13. C 0.04
14. H 0.13
15. H 0.14
16. H 0.09
17. H 0.13
18. H 0.07
19. H 0.03

=====

Entry 4:
A molecular structure, C5H12OS2, computed with the ωB97M-V functional and the def2-TZVPD basis.

Geometry (Å):
C1 0.9755 -0.4808 -0.2686
C2 2.1057 -1.4576 -0.4457
O1 3.7549 -0.8289 -0.3001
C3 1.4704 0.9507 0.0555
S1 0.3431 2.1485 0.6922
S2 -2.1005 -1.4883 -0.2263
C4 -2.6546 -0.0996 0.7289
C5 -2.6960 1.1490 -0.1615
H1 0.4154 -0.7666 0.6262
H2 0.2458 -0.4532 -1.0933
H3 2.8075 -1.2351 -1.3222
H4 1.9574 -2.5337 -0.2934
H5 2.8986 -1.2682 0.4401
H6 2.0625 1.3592 -0.7588
H7 2.1559 0.8749 0.9174
H8 -3.6981 -0.3229 1.0584
H9 -2.0122 0.0684 1.5925
H10 -2.0341 1.0645 -1.0315
H11 -3.6789 1.2977 -0.6372
H12 -2.3181 2.0220 0.4275

Computed properties:
total charge: 0
LUMO energy: -4.18 eV
E_HOMO: -7.893 eV
E: -1068.93931 hartree

For reference, the Löwdin charges in units of e are:
1. C -0.30
2. C -0.15
3. O -0.19
4. C -0.67
5. S 0.68
6. S 0.66
7. C -0.71
8. C -0.22
9. H 0.06
10. H 0.08
11. H 0.12
12. H 0.13
13. H 0.09
14. H 0.07
15. H 0.08
16. H 0.08
17. H 0.04
18. H 0.03
19. H 0.08
20. H 0.04

=====

Entry 5:
3 unconnected molecules or ions with the total composition C5H12OS3, computed with the ωB97M-V functional and the def2-TZVPD basis.

Geometry (Å):
C1 3.0524 -0.6865 0.6503
C2 -0.6731 2.3409 -0.5936
C3 -3.4683 -0.8870 -0.4798
C4 2.3312 0.1555 -0.4436
C5 -0.2451 -0.9283 0.0233
O1 -2.3092 -2.3365 1.2705
S1 -0.1816 -0.5061 1.7242
S2 0.8465 -0.5592 -1.2067
S3 -2.4519 -2.2033 -0.2476
H1 3.6883 -1.3265 0.1172
H2 3.5503 -0.0762 1.3070
H3 2.3405 -1.3818 1.1010
H4 0.1798 2.0386 -0.0391
H5 -0.2730 3.1312 -1.2055
H6 -0.7273 1.5218 -1.2154
H7 -3.8975 -0.3032 0.2662
H8 -3.7566 -0.8603 -1.5776
H9 -1.6097 2.5404 -0.0291
H10 3.1335 0.4485 -1.2496
H11 1.8924 1.0685 0.0691
H12 -1.4217 -1.1902 1.7589

Computed properties:
total charge: 0
LUMO energy (alpha / beta): -0.22 / -0.22 eV
E_HOMO (alpha / beta): -7.964 / -7.965 eV
E: -1467.32146 hartree

For reference, the Löwdin charges in units of e are:
1. C -0.15
2. C -0.05
3. C -0.30
4. C -0.52
5. C -0.94
6. O -0.67
7. S 0.73
8. S 0.84
9. S 0.88
10. H 0.05
11. H 0.05
12. H 0.04
13. H -0.04
14. H 0.03
15. H -0.06
16. H 0.00
17. H 0.03
18. H 0.06
19. H 0.11
20. H 0.05
21. H -0.13

=====

Entry 6:
2 unconnected molecules or ions with the total composition C5H12OSSi, computed with the ωB97M-V functional and the def2-TZVPD basis.

Geometry (Å):
C1 3.3375 0.2031 2.2850
C2 -0.9802 1.8884 -1.1633
C3 -2.7218 0.0812 -1.0290
C4 4.1187 -1.2089 3.9709
C5 -1.4606 0.5594 -1.7510
O1 3.2996 -1.0000 2.8316
Si1 -0.1077 -0.7765 -1.6740
S1 2.4073 0.5617 0.9951
H1 -0.1224 2.2800 -1.7106
H2 -1.7786 2.6282 -1.2125
H3 -0.6857 1.7674 -0.1227
H4 -3.0902 -0.8479 -1.4579
H5 -3.5104 0.8290 -1.1090
H6 -2.5188 -0.0789 0.0266
H7 4.5921 -0.2782 4.2882
H8 4.8821 -1.9473 3.7201
H9 3.4884 -1.6003 4.7704
H10 -1.7238 0.7402 -2.8018
H11 -0.4934 -2.1225 -1.3047
H12 1.1221 -0.5605 -2.4074

Computed properties:
total charge: 0
LUMO energy (alpha / beta): -0.14 / -1.18 eV
E_HOMO (alpha / beta): -8.457 / -6.703 eV
E: -960.45151 hartree

For reference, the Löwdin charges in units of e are:
1. C -0.63
2. C -0.16
3. C -0.17
4. C -0.08
5. C -0.63
6. O -0.22
7. Si 0.74
8. S 0.64
9. H 0.07
10. H 0.07
11. H 0.06
12. H 0.06
13. H 0.07
14. H 0.07
15. H 0.09
16. H 0.09
17. H 0.09
18. H 0.09
19. H -0.12
20. H -0.13

=====

Entry 7:
2 unconnected molecules or ions with the total composition C5H12S, computed with the ωB97M-V functional and the def2-TZVPD basis.

Geometry (Å):
C1 2.2127 1.1583 0.9589
C2 -2.4282 0.5887 0.1915
C3 0.4608 -1.7058 -0.0553
C4 -1.3480 1.1603 -0.5993
C5 1.6151 -0.9656 -0.6415
S1 1.4533 0.8629 -0.5624
H1 1.7451 2.0655 1.2686
H2 2.4228 0.4226 1.7371
H3 -2.3198 -0.5210 0.2225
H4 -3.3423 0.9283 -0.1616
H5 -0.4770 -1.2781 -0.2470
H6 0.3090 -2.7044 -0.3885
H7 0.4549 -1.5674 1.1160
H8 -1.2858 0.9633 -1.7085
H9 -2.3854 0.9156 1.2225
H10 -1.3446 2.2540 -0.4349
H11 1.6890 -1.1209 -1.7197
H12 2.5684 -1.4561 -0.1985

Computed properties:
total charge: 0
LUMO energy (alpha / beta): 0.82 / 0.43 eV
E_HOMO (alpha / beta): -7.205 / -7.634 eV
E: -595.70813 hartree

For reference, the Löwdin charges in units of e are:
1. C -0.38
2. C -0.21
3. C -0.18
4. C -0.18
5. C -0.53
6. S 0.86
7. H -0.04
8. H 0.01
9. H 0.07
10. H 0.05
11. H 0.00
12. H 0.06
13. H 0.12
14. H 0.06
15. H 0.07
16. H 0.05
17. H 0.05
18. H 0.12

=====

Entry 8:
3 unconnected molecules or ions with the total composition C5H12S, computed with the ωB97M-V functional and the def2-TZVPD basis.

Geometry (Å):
C1 5.2457 -0.3720 -1.1180
C2 4.4766 -0.9877 1.1966
C3 -4.9091 -0.5264 0.5474
C4 -0.7595 1.8776 -0.0619
C5 -5.5761 -0.9795 -0.4730
S1 4.3852 0.1927 0.1121
H1 5.7547 0.2806 -1.8907
H2 5.7069 -1.4123 -1.0292
H3 3.7190 -1.3182 1.9235
H4 5.1655 -1.8128 0.8912
H5 -0.6333 2.1205 0.9943
H6 -3.8623 -0.8397 0.9752
H7 -5.0592 0.4613 0.9799
H8 0.2788 1.8113 -0.3971
H9 -1.2559 1.0215 -0.1203
H10 -1.1924 2.7253 -0.5856
H11 -5.0252 -1.6831 -1.0303
H12 -6.4594 -0.5589 -0.9140

Computed properties:
total charge: 0
LUMO energy: 0.23 eV
E_HOMO: -7.774 eV
E: -595.70482 hartree

For reference, the Löwdin charges in units of e are:
1. C -0.47
2. C -0.47
3. C -0.11
4. C -0.02
5. C -0.09
6. S 0.86
7. H 0.02
8. H 0.03
9. H 0.01
10. H 0.01
11. H 0.02
12. H 0.09
13. H 0.04
14. H 0.02
15. H -0.05
16. H 0.03
17. H 0.03
18. H 0.05

=====

Entry 9:
C5H12S2 in the gas phase, computed with the ωB97M-V functional and the def2-TZVPD basis.

Geometry (Å):
C1 0.0200 -2.9005 -1.2994
C2 1.1516 -2.6332 -0.2650
C3 1.4169 -1.2147 0.2213
S1 -0.2100 -0.3066 0.4181
S2 0.4363 1.4947 1.1979
C4 -0.6401 2.5739 0.2124
C5 -1.6612 3.4105 0.9678
H1 0.4431 -3.0170 -2.2898
H2 -0.6701 -2.0595 -1.2771
H3 -0.5072 -3.7650 -0.9164
H4 2.0985 -2.9306 -0.7275
H5 1.0103 -3.2506 0.6195
H6 1.9820 -1.2056 1.1373
H7 1.8494 -0.5563 -0.5291
H8 0.0597 3.3241 -0.1850
H9 -0.9691 2.0980 -0.7063
H10 -2.3373 3.8611 0.2374
H11 -1.2051 4.2350 1.5105
H12 -2.2676 2.8423 1.6734

Computed properties:
SMILES string: CCCSSCC
total charge: 0
LUMO energy: 0.82 eV
E_HOMO: -7.873 eV
E: -994.05630 hartree

For reference, the Löwdin charges in units of e are:
1. C -0.11
2. C -0.32
3. C -0.51
4. S 0.48
5. S 0.50
6. C -0.64
7. C -0.17
8. H 0.07
9. H 0.01
10. H 0.07
11. H 0.10
12. H 0.10
13. H 0.06
14. H 0.06
15. H 0.06
16. H 0.05
17. H 0.07
18. H 0.07
19. H 0.07

=====

Entry 10:
C5H12S2Si in the gas phase, computed with the ωB97M-V functional and the def2-TZVPD basis.

Geometry (Å):
C1 -1.4012 1.7282 -0.8385
Si1 -0.5764 0.1282 -0.0576
C2 -0.4632 -1.0604 -1.5233
C3 -1.6635 -0.2887 1.5430
C4 1.1768 0.5173 0.4594
S1 2.1491 1.6992 -0.8749
C5 2.0805 -0.3031 1.1706
S2 2.5890 -1.6114 -0.0595
H1 -0.5213 2.1173 -1.2531
H2 -2.1238 1.4905 -1.5465
H3 -1.8960 2.4173 -0.0869
H4 -0.7110 -0.4695 -2.3988
H5 0.5128 -1.6743 -1.6141
H6 -1.2988 -1.7166 -1.3546
H7 -2.1006 -1.4102 1.4156
H8 -1.1024 -0.5169 2.4126
H9 -2.4961 0.4285 1.7937
H10 2.9204 0.2058 1.5565
H11 1.5152 -0.9612 1.9928
H12 3.4105 -0.7201 -0.7366

Computed properties:
SMILES string: C[Si](C)(C)C(=S)CS
total charge: 0
LUMO energy (alpha / beta): -1.79 / -1.42 eV
E_HOMO (alpha / beta): -8.664 / -8.884 eV
E: -1283.46077 hartree

For reference, the Löwdin charges in units of e are:
1. C -0.18
2. Si 0.51
3. C -0.19
4. C -0.19
5. C -0.59
6. S 0.43
7. C -0.65
8. S 0.70
9. H -0.06
10. H -0.01
11. H 0.05
12. H 0.03
13. H 0.01
14. H 0.01
15. H 0.07
16. H -0.03
17. H 0.03
18. H 0.05
19. H 0.12
20. H -0.11

=====

Entry 11:
2 unconnected molecules or ions with the total composition C5H12Si, computed with the ωB97M-V functional and the def2-TZVPD basis.

Geometry (Å):
C1 0.5034 0.1280 0.4149
C2 0.1618 0.0866 1.6625
C3 0.8881 0.9040 2.7417
C4 -0.9841 -0.7555 2.1175
C5 -0.5213 0.5192 -3.2208
Si1 0.4069 -1.0648 -2.8352
H1 0.8304 0.9349 -0.1558
H2 0.2238 0.8573 3.5988
H3 1.8518 0.3312 2.9719
H4 1.0614 1.9020 2.3987
H5 -1.4187 -1.3662 1.2864
H6 -1.7728 -0.1490 2.5100
H7 -0.7343 -1.4763 2.8737
H8 -0.3077 1.3277 -2.4344
H9 0.1044 0.9798 -4.1275
H10 -1.5537 0.4938 -3.3965
H11 -0.1749 -2.5027 -2.6016
H12 1.4354 -1.1498 -3.8042

Computed properties:
total charge: 0
LUMO energy (alpha / beta): -0.13 / 0.13 eV
E_HOMO (alpha / beta): -8.315 / -7.007 eV
E: -486.98307 hartree

For reference, the Löwdin charges in units of e are:
1. C 0.09
2. C -0.46
3. C -0.05
4. C -0.09
5. C -0.37
6. Si 0.63
7. H 0.00
8. H 0.06
9. H 0.11
10. H 0.06
11. H 0.09
12. H 0.07
13. H 0.07
14. H 0.02
15. H 0.06
16. H -0.03
17. H -0.11
18. H -0.16

=====

Entry 12:
2 unconnected molecules or ions with the total composition C5H12Si, computed with the ωB97M-V functional and the def2-TZVPD basis.

Geometry (Å):
C1 1.2096 3.2553 2.1756
C2 0.1664 2.9524 1.4188
C3 -1.2556 -0.9537 -2.1816
C4 0.7370 -1.9829 1.2166
C5 -0.9574 -0.0285 -1.0501
Si1 0.6894 -0.5173 -0.0368
H1 0.9445 3.8274 3.0633
H2 2.1793 2.9025 1.8142
H3 -0.8271 3.1172 1.4560
H4 -1.5374 -0.5232 -3.0928
H5 -0.2818 -1.5819 -2.3538
H6 -1.9640 -1.7799 -1.9794
H7 0.2041 -2.8909 0.9412
H8 1.6708 -2.3854 1.2771
H9 0.5148 -1.8635 2.2547
H10 -1.7208 0.1122 -0.3840
H11 -0.7100 1.0059 -1.4817
H12 1.8031 -0.7683 -0.8912

Computed properties:
total charge: 0
LUMO energy (alpha / beta): -0.12 / 0.16 eV
E_HOMO (alpha / beta): -8.867 / -6.994 eV
E: -486.97775 hartree

For reference, the Löwdin charges in units of e are:
1. C -0.12
2. C 0.02
3. C -0.21
4. C -0.29
5. C -0.41
6. Si 0.79
7. H 0.05
8. H 0.04
9. H -0.03
10. H 0.04
11. H 0.08
12. H 0.07
13. H 0.02
14. H -0.04
15. H 0.00
16. H 0.00
17. H 0.08
18. H -0.10

=====

The lowest E belongs to which entry?
C5H12OS3

=====

What is the total charge in the tenth record?
0

=====

Which formula does entry 11 have?
C5H12Si